{
  "formula": "C37H35AuN4O2Te",
  "method": "the ωB97M-V functional and the def2-TZVPD basis",
  "elements": ["Au", "N", "C", "H", "N", "C", "C", "C", "C", "C", "C", "C", "H", "H", "H", "H", "C", "C", "C", "C", "C", "C", "Te", "N", "C", "O", "C", "C", "C", "C", "C", "C", "C", "C", "C", "C", "C", "C", "C", "C", "C", "C", "H", "H", "H", "H", "H", "H", "H", "H", "H", "H", "H", "H", "H", "H", "H", "H", "H", "H", "H", "H", "H", "H", "H", "C", "H", "H", "O", "N", "C", "C", "C", "C", "C", "H", "H", "H", "H", "H"],
  "positions_angstrom": [[0.6134, -2.6042, -0.5889], [0.9946, -1.9280, 3.0091], [0.2790, -1.6299, 2.0500], [1.5984, -1.3293, 3.5765], [7.9645, -2.0342, -0.4216], [6.8086, -2.1375, -0.4577], [5.4229, -2.2827, -0.4841], [4.7542, -2.7672, -1.6244], [3.3831, -2.9006, -1.6219], [2.6108, -2.5649, -0.5085], [3.2836, -2.1153, 0.6250], [4.6502, -1.9657, 0.6498], [5.3320, -3.0322, -2.5028], [2.9077, -3.2825, -2.5153], [2.7162, -1.8861, 1.5115], [5.1484, -1.6027, 1.5409], [-0.8678, 4.5539, 6.4803], [-0.6920, 3.6511, 5.2868], [-1.2470, 2.3831, 5.2417], [-1.0598, 1.5556, 4.1394], [-1.7283, 0.2129, 4.1432], [-0.2967, 1.9538, 3.0354], [0.2591, 0.5618, 1.2019], [0.5613, -0.6256, -0.6754], [0.8050, 0.2346, -1.6227], [0.6871, 1.4708, -1.4385], [1.2218, -0.1987, -3.0087], [1.7811, 0.7760, -3.8309], [2.1162, 0.4978, -5.1416], [1.8770, -0.7605, -5.6677], [1.3266, -1.7381, -4.8607], [1.0152, -1.4628, -3.5436], [-1.8126, 0.8835, 0.7620], [-2.0788, 2.1891, 0.3740], [-3.3591, 2.6147, 0.0670], [-4.4136, 1.7282, 0.1782], [-4.1548, 0.4230, 0.5516], [-2.8681, -0.0309, 0.8369], [-2.6678, -1.4829, 1.1298], [0.2329, 3.2515, 3.0826], [1.0269, 3.8358, 1.9424], [0.0314, 4.0767, 4.1846], [-1.4238, 4.0515, 7.2723], [-1.4079, 5.4619, 6.2012], [0.1048, 4.8537, 6.8771], [-1.8383, 2.0310, 6.0840], [-1.8878, -0.1562, 5.1579], [-1.1271, -0.5049, 3.5928], [-2.6978, 0.2874, 3.6476], [1.9296, 1.7627, -3.4146], [2.5644, 1.2611, -5.7661], [2.1189, -0.9832, -6.6996], [1.1329, -2.7258, -5.2571], [0.6041, -2.2466, -2.9291], [-1.2505, 2.8756, 0.2835], [-3.5343, 3.6308, -0.2622], [-5.4297, 2.0473, -0.0284], [-4.9815, -0.2732, 0.6196], [-3.6260, -1.9875, 1.2634], [-2.0500, -1.6379, 2.0100], [-2.1477, -1.9734, 0.3028], [1.0131, 3.1709, 1.0797], [2.0667, 3.9975, 2.2347], [0.6054, 4.8002, 1.6517], [0.4506, 5.0804, 4.1900], [0.7524, -4.5349, -0.3911], [1.5876, -5.0325, 0.0832], [0.1942, -5.2141, -1.0215], [-1.4648, -2.7398, -1.5314], [-1.8464, -1.9002, -2.4876], [-2.0267, -2.3568, -3.7759], [-2.3875, -1.5065, -4.7820], [-2.5450, -0.1344, -4.5470], [-2.2992, 0.3172, -3.2336], [-1.9744, -0.5613, -2.2492], [-1.8581, -3.4142, -3.9146], [-2.5330, -1.9012, -5.7817], [-2.8223, 0.5499, -5.3353], [-2.3575, 1.3652, -2.9820], [-1.7734, -0.2488, -1.2436]],
  "atomic_forces_ev_per_a": [[1.335, -1.858, -0.130], [0.401, 0.052, 0.456], [-0.260, -1.504, 0.710], [-0.306, 0.176, -0.244], [-0.836, -0.043, -0.054], [2.279, 0.139, 0.045], [-1.972, -0.206, 0.040], [0.568, 0.223, 0.321], [0.041, -0.085, -0.289], [0.307, -0.268, -0.368], [-0.270, 0.009, 0.114], [0.628, -0.062, -0.399], [-0.008, -0.004, 0.010], [-0.020, 0.051, 0.078], [0.002, 0.009, 0.035], [-0.008, 0.012, 0.014], [0.023, -0.045, -0.120], [-0.039, 0.095, 0.037], [0.015, 0.089, 0.106], [-0.014, -0.153, 0.063], [-0.031, -0.020, -0.003], [0.008, -0.003, 0.059], [0.305, 1.239, 0.237], [-1.086, 1.772, 0.475], [0.010, 0.032, 0.553], [-0.075, 1.023, -0.942], [0.129, 0.165, -0.227], [0.037, 0.130, -0.006], [0.117, 0.103, -0.157], [0.047, -0.131, -0.229], [0.044, -0.085, -0.199], [-0.069, 0.051, 0.048], [0.289, 0.030, -0.033], [0.032, 0.193, -0.216], [-0.047, 0.228, -0.028], [-0.111, 0.002, -0.046], [-0.206, 0.000, 0.046], [-0.006, -0.115, 0.030], [-0.037, -0.087, 0.077], [0.043, 0.058, -0.052], [-0.013, -0.074, -0.140], [-0.051, 0.006, 0.182], [-0.014, 0.018, 0.036], [-0.012, 0.040, 0.074], [-0.025, 0.048, 0.078], [0.001, -0.029, 0.024], [-0.030, -0.032, 0.037], [-0.101, -0.093, 0.089], [-0.101, -0.086, -0.042], [-0.038, 0.004, 0.070], [0.005, 0.076, -0.001], [0.038, 0.018, -0.064], [0.006, -0.111, -0.038], [-0.003, -0.119, 0.068], [0.064, 0.115, -0.026], [0.033, 0.096, 0.037], [0.014, -0.023, -0.035], [-0.013, -0.125, 0.031], [-0.076, 0.019, 0.023], [-0.017, -0.070, -0.057], [0.005, -0.011, 0.177], [0.106, 0.144, -0.038], [0.070, 0.022, -0.044], [0.035, 0.091, -0.040], [0.061, 0.043, -0.040], [-0.735, -0.938, 0.982], [0.339, 0.057, 0.058], [-0.059, 0.005, -0.730], [-1.237, 0.540, -1.363], [0.295, -0.142, -0.479], [0.146, -0.020, 1.388], [-0.289, 0.901, -0.484], [0.413, -0.399, 1.182], [-0.535, 0.225, -1.831], [0.263, -1.279, 0.678], [0.031, 0.002, 0.167], [0.050, -0.075, 0.118], [0.042, -0.007, -0.025], [0.010, 0.041, 0.088], [0.061, -0.088, 0.081]],
  "homo_lumo_gap_ha": [0.1309, 0.1250],
  "charge": -2,
  "energy_ha": -2203.81807,
  "multiplicity": 1,
  "e_above_lowest_ev": 5.9205,
  "molar_mass_g_mol": 892.28,
  "lumo_energy_ev": [4.3, 4.3]
}